Density functional theory data (ωB97M-V/def2-TZVPD) for a molecular structure, C28H77N7O7 at a distorted geometry.

Lowest unoccupied orbital energy ... 0.014 hartree
Multiplicity ... 1
Molecular weight ... 623.966 g/mol
ΔE to the lowest compared entry with this formula, charge and spin ... 2882.66 kJ/mol
DFT total energy ... -55015.25862 eV

XYZ file:
```
119
Properties=species:S:1:pos:R:3:mulliken_charge:R:1
C -6.79 -8.55 -14.31 -0.3181
C -6.41 -8.50 -12.75 1.0686
C -7.37 -9.27 -11.87 -1.6028
O -8.62 -8.45 -11.84 -0.3772
C -9.84 -9.13 -12.11 -1.0161
N -5.03 -9.06 -12.62 -0.8672
H -6.45 -9.46 -14.80 0.9827
H -6.28 -7.80 -14.92 -1.2084
H -7.84 -8.54 -14.58 0.3261
H -6.43 -7.43 -12.55 -0.1888
H -6.97 -9.34 -10.86 0.2969
H -7.65 -10.31 -12.07 0.3437
H -10.57 -8.32 -12.00 0.3589
H -9.97 -9.98 -11.44 0.4059
H -9.86 -9.60 -13.08 0.4135
H -4.75 -9.06 -11.65 0.4087
H -4.37 -8.49 -13.12 0.3751
C -13.13 -7.97 -15.10 -1.5115
C -11.66 -8.32 -14.97 0.9741
C -10.94 -7.09 -14.24 -1.1516
O -9.48 -7.26 -14.02 0.7735
C -8.93 -6.27 -13.26 -2.0948
N -11.62 -9.56 -14.29 -0.7951
H -13.43 -7.36 -14.25 0.3302
H -13.85 -8.77 -15.28 0.4216
H -13.12 -7.36 -16.00 0.3337
H -11.24 -8.38 -15.97 0.1648
H -11.41 -7.02 -13.26 0.6237
H -10.93 -6.12 -14.73 0.4584
H -9.56 -6.20 -12.37 0.5819
H -9.02 -5.27 -13.68 0.5290
H -7.88 -6.40 -13.00 0.4410
H -12.04 -9.47 -13.37 0.3486
H -10.63 -9.66 -14.13 0.2235
C -5.14 -9.22 -16.76 -2.4211
C -5.47 -7.89 -17.28 1.5697
C -6.37 -7.03 -16.40 -0.2730
O -7.67 -7.64 -16.23 -0.4821
C -8.75 -6.88 -15.55 -1.4606
N -4.26 -7.31 -17.70 -0.0647
H -4.53 -9.94 -17.30 0.3994
H -6.02 -9.76 -16.42 0.4777
H -4.58 -9.13 -15.83 0.6344
H -6.08 -7.98 -18.18 -2.2547
H -6.58 -6.08 -16.90 0.2500
H -5.88 -6.69 -15.49 0.2601
H -9.15 -6.25 -16.33 -0.2496
H -8.45 -6.27 -14.70 -0.0387
H -9.54 -7.59 -15.30 1.4158
H -3.88 -6.88 -16.87 0.4131
H -4.32 -6.64 -18.45 -0.2515
C -2.34 -5.28 -15.42 -1.2161
C -2.58 -6.65 -14.73 0.3619
C -3.37 -6.43 -13.40 -1.1551
O -3.87 -7.61 -12.81 -0.2455
C -4.43 -7.32 -11.57 -0.8942
N -3.54 -7.31 -15.62 -0.4590
H -1.48 -5.30 -16.08 0.3462
H -2.33 -4.44 -14.72 0.4153
H -3.24 -4.89 -15.90 0.0974
H -1.65 -7.17 -14.54 0.5036
H -4.20 -5.76 -13.62 0.4035
H -2.69 -5.84 -12.78 0.4777
H -3.97 -6.47 -11.06 0.4747
H -4.42 -8.16 -10.88 0.3365
H -5.43 -6.89 -11.64 0.2371
H -3.83 -8.07 -15.03 -0.4198
H -3.04 -7.82 -16.35 0.3714
C -5.73 -13.76 -19.81 -1.2572
C -6.25 -12.72 -20.86 0.1104
C -6.40 -11.25 -20.36 -0.5323
O -5.20 -10.64 -19.85 -0.4026
C -5.48 -9.60 -18.93 -0.9577
N -5.19 -12.75 -21.86 -0.7784
H -5.67 -14.76 -20.23 0.3555
H -6.33 -13.79 -18.91 0.3503
H -4.75 -13.43 -19.46 0.2588
H -7.19 -12.96 -21.36 0.4172
H -7.13 -11.16 -19.56 0.3602
H -6.85 -10.57 -21.08 0.3558
H -6.02 -9.78 -17.99 0.5898
H -5.77 -8.66 -19.39 1.3242
H -4.49 -9.42 -18.51 0.1520
H -4.45 -12.20 -21.45 0.3012
H -5.47 -12.27 -22.70 0.2819
C -8.58 -3.42 -19.55 -1.8570
C -9.29 -4.47 -18.67 1.5061
C -9.07 -4.15 -17.21 -0.4230
O -7.70 -4.44 -16.89 0.0244
C -7.31 -3.79 -15.68 -0.6687
N -10.75 -4.33 -18.96 -0.8020
H -9.18 -2.52 -19.74 0.4557
H -8.19 -3.85 -20.47 0.4074
H -7.66 -3.12 -19.05 0.3206
H -8.91 -5.47 -18.90 0.1755
H -9.65 -4.84 -16.60 -0.7492
H -9.23 -3.08 -17.03 0.8036
H -7.62 -4.50 -14.91 0.0059
H -7.91 -2.90 -15.47 0.5117
H -6.22 -3.80 -15.65 0.0644
H -11.11 -5.10 -18.42 0.2956
H -10.77 -4.80 -19.86 0.3706
C -3.41 -4.94 -18.83 -1.1960
C -3.84 -5.18 -20.29 0.6324
C -5.36 -5.50 -20.36 -1.1379
O -5.60 -6.58 -19.54 0.0744
C -6.99 -6.80 -19.24 -0.0727
N -3.45 -4.09 -21.20 -0.7261
H -2.52 -4.34 -18.64 0.4331
H -3.46 -5.95 -18.41 0.9291
H -4.22 -4.51 -18.23 0.0561
H -3.27 -6.06 -20.60 0.2100
H -5.60 -6.00 -21.30 0.4812
H -6.02 -4.67 -20.09 0.1610
H -7.68 -6.79 -20.08 0.9704
H -7.32 -5.93 -18.67 -0.8509
H -7.21 -7.76 -18.77 0.6110
H -3.55 -4.28 -22.19 0.2186
H -2.56 -3.65 -21.03 0.2235
```

***

Density functional theory data (ωB97M-V/def2-TZVPD) for 9 unconnected molecules or ions with the total composition C28H79N5O13 at a distorted geometry.

Lowest unoccupied orbital energy ... 0.008 hartree
Multiplicity ... 1
Molecular weight ... 693.962 g/mol
ΔE to the lowest compared entry with this formula, charge and spin ... 307.07 kJ/mol
SMILES string ... COC[C@H](C)N.COC[C@H](C)N.COC[C@H](C)N.COC[C@H](C)N.COC[C@H](C)N.OCCO.OCCO.OCCO.OCCO
DFT total energy ... -64378.25389 eV

XYZ file:
```
125
Properties=species:S:1:pos:R:3:mulliken_charge:R:1
C 14.48 0.03 -11.56 -0.5221
O 14.71 -1.37 -11.73 -0.3070
C 15.78 -1.91 -10.89 -0.4777
C 16.07 -3.39 -11.30 1.6659
C 14.96 -4.44 -10.97 -1.3979
N 17.33 -3.94 -10.72 -0.3234
H 14.63 0.42 -10.55 0.3254
H 13.46 0.19 -11.89 0.2561
H 15.17 0.51 -12.26 0.0092
H 16.69 -1.31 -10.96 -0.0686
H 15.45 -1.83 -9.86 0.5641
H 16.31 -3.40 -12.37 -1.0043
H 14.02 -3.97 -11.26 0.3371
H 14.92 -4.79 -9.94 0.3797
H 15.16 -5.31 -11.61 0.2340
H 17.35 -3.89 -9.71 0.2822
H 18.10 -3.37 -11.03 -0.0539
C 14.48 -5.86 -14.70 -0.9577
O 14.80 -5.38 -15.98 -0.3144
C 13.76 -4.74 -16.76 -0.5375
C 12.45 -5.56 -16.85 0.6656
C 12.72 -6.95 -17.52 -1.5007
N 11.50 -4.91 -17.71 -0.6532
H 15.33 -6.18 -14.09 0.2576
H 13.83 -6.72 -14.82 0.3854
H 13.93 -5.14 -14.09 0.3558
H 13.64 -3.77 -16.29 0.2695
H 14.13 -4.53 -17.77 0.3655
H 11.99 -5.81 -15.89 0.2627
H 13.26 -6.81 -18.46 0.3530
H 11.77 -7.43 -17.76 0.4129
H 13.40 -7.64 -17.01 0.3096
H 11.20 -3.96 -17.55 0.1166
H 10.66 -5.47 -17.72 0.2688
C 18.88 -4.36 -14.41 -0.6411
O 18.59 -2.99 -14.12 1.1076
C 17.53 -2.40 -14.85 -1.1028
C 17.52 -0.87 -14.51 1.8020
C 16.17 -0.27 -14.85 -2.0701
N 18.51 -0.18 -15.30 -0.7020
H 18.02 -4.99 -14.17 0.1578
H 19.74 -4.60 -13.78 0.0897
H 19.17 -4.48 -15.45 0.0078
H 17.54 -2.60 -15.92 0.2901
H 16.61 -2.84 -14.46 0.3087
H 17.64 -0.79 -13.43 -0.4429
H 15.96 -0.42 -15.91 0.4374
H 16.13 0.81 -14.72 0.2641
H 15.40 -0.70 -14.21 0.4178
H 18.61 0.72 -14.86 -0.1240
H 19.45 -0.51 -15.10 0.8544
C 21.32 -7.76 -12.93 -0.6280
O 20.26 -8.06 -11.99 -0.4369
C 19.85 -6.93 -11.24 0.2091
C 20.87 -6.31 -10.23 0.5380
C 21.34 -7.20 -9.07 -1.6094
N 20.49 -5.03 -9.68 -0.5563
H 21.52 -8.72 -13.40 0.3939
H 22.28 -7.43 -12.53 0.3291
H 20.99 -7.16 -13.78 0.0855
H 19.59 -6.10 -11.90 -0.3407
H 18.88 -7.24 -10.86 0.3784
H 21.77 -6.29 -10.85 0.1377
H 20.44 -7.43 -8.50 0.3669
H 21.88 -6.65 -8.31 0.3980
H 21.77 -8.15 -9.37 0.3237
H 20.27 -4.50 -10.51 0.1361
H 19.66 -5.20 -9.13 0.3208
C 10.26 -2.15 -15.93 -0.8802
O 11.30 -1.75 -16.84 -0.2340
C 11.58 -0.33 -16.96 -1.1129
C 12.55 -0.08 -18.17 0.9748
C 13.48 1.09 -17.99 -1.2014
N 11.78 0.03 -19.42 -0.8138
H 9.30 -1.66 -16.04 0.3440
H 10.47 -1.95 -14.88 0.3129
H 10.11 -3.23 -15.86 0.3298
H 10.64 0.21 -17.06 0.4635
H 11.99 0.10 -16.05 0.3686
H 13.17 -0.97 -18.16 0.0932
H 14.25 0.92 -17.25 0.1005
H 12.85 1.91 -17.66 0.3432
H 13.92 1.42 -18.93 0.3969
H 12.35 -0.08 -20.25 0.2327
H 11.11 -0.73 -19.42 0.2587
O 21.57 -6.51 -19.32 -0.5225
C 20.53 -6.32 -18.39 -0.4060
C 20.96 -6.60 -16.94 -0.1941
O 21.85 -5.69 -16.41 -0.4579
H 21.45 -5.81 -19.96 0.3464
H 20.10 -5.35 -18.62 0.1530
H 19.74 -7.03 -18.61 0.2787
H 21.46 -7.56 -16.78 0.4261
H 20.14 -6.60 -16.22 0.1659
H 22.31 -5.98 -15.61 0.2693
O 20.98 -1.96 -15.40 -0.6100
C 21.33 -2.42 -16.70 -0.4102
C 20.09 -2.52 -17.66 -0.0640
O 19.60 -1.23 -17.68 -0.6740
H 20.15 -2.37 -15.13 -0.1404
H 22.01 -1.65 -17.06 0.3729
H 21.93 -3.34 -16.72 0.2154
H 19.36 -3.27 -17.36 -0.0863
H 20.42 -2.69 -18.68 0.3807
H 19.40 -0.95 -16.78 0.3431
O 20.07 0.53 -12.58 -0.5576
C 19.78 0.19 -11.25 0.4237
C 20.46 -1.14 -10.77 -0.7901
O 20.20 -2.24 -11.57 -0.3168
H 19.57 1.31 -12.84 0.2250
H 20.01 1.05 -10.63 0.5427
H 18.71 0.10 -11.08 -0.3818
H 20.15 -1.51 -9.79 0.3698
H 21.54 -1.02 -10.77 0.3175
H 20.34 -2.02 -12.50 0.1597
O 17.17 2.34 -11.01 -0.4583
C 16.82 3.15 -12.10 -0.2542
C 18.04 3.59 -12.84 -0.8311
O 18.57 2.66 -13.75 -0.4015
H 16.40 2.33 -10.44 0.2515
H 16.07 2.68 -12.74 0.1585
H 16.23 3.92 -11.59 0.5006
H 18.84 3.92 -12.17 0.3349
H 17.78 4.50 -13.38 0.4607
H 18.83 3.14 -14.54 0.2251
```

***

Density functional theory data (ωB97M-V/def2-TZVPD) for a molecular structure, C28H80N4Na3O14P at a distorted geometry.

Lowest unoccupied orbital energy ... 0.002 hartree
Multiplicity ... 1
Molecular weight ... 796.906 g/mol
ΔE to the lowest compared entry with this formula, charge and spin ... 263.43 kJ/mol
DFT total energy ... -87501.89284 eV

XYZ file:
```
130
Properties=species:S:1:pos:R:3:mulliken_charge:R:1
Na -1.96 1.93 -0.96 0.5651
Na 0.69 -1.76 -2.19 0.7124
Na 1.14 -0.21 2.27 0.5703
P -0.23 -0.04 -0.16 -1.0434
O -0.29 1.11 0.89 1.8410
O 0.99 -0.97 0.09 -0.1699
O -0.11 0.53 -1.57 0.3979
O -1.53 -0.89 -0.02 -0.3940
C -2.63 0.11 -5.81 -1.6259
C -1.39 0.48 -5.00 1.0082
C -0.73 1.75 -5.60 -0.4826
O -0.08 1.29 -6.81 -0.3216
C 0.39 2.39 -7.55 -0.7805
N -1.92 0.81 -3.65 -0.4231
H -2.95 -0.85 -5.42 0.2971
H -2.58 0.00 -6.89 0.3807
H -3.40 0.89 -5.74 0.3663
H -0.60 -0.27 -4.97 0.1705
H 0.00 2.17 -4.91 0.0735
H -1.46 2.53 -5.81 0.3964
H -0.38 3.07 -7.93 0.3240
H 0.92 2.02 -8.43 0.2918
H 1.05 3.07 -7.01 0.2475
H -2.60 0.13 -3.33 0.1484
H -1.15 0.64 -3.03 -0.0899
C -1.86 0.10 5.62 -1.7696
C -1.81 1.04 4.40 0.7072
C -0.82 2.22 4.54 0.1078
O -1.23 3.05 5.58 -0.4706
C -2.39 3.83 5.37 -0.6540
N -1.32 0.22 3.32 0.0878
H -0.82 -0.06 5.91 0.3329
H -2.27 -0.89 5.43 0.3610
H -2.37 0.64 6.41 0.3934
H -2.81 1.42 4.18 0.3281
H -0.75 2.71 3.57 -0.3024
H 0.22 1.94 4.68 0.3525
H -2.55 4.48 6.22 0.3274
H -3.29 3.26 5.14 0.3047
H -2.26 4.56 4.57 0.2188
H -1.12 0.69 2.44 -0.5435
H -1.87 -0.56 3.00 -0.0386
C 5.57 -1.35 -1.53 -2.0260
C 4.36 -1.41 -0.65 1.0229
C 4.33 -0.37 0.48 0.1635
O 5.31 -0.71 1.51 -0.3939
C 6.47 0.08 1.50 -0.6657
N 3.15 -1.36 -1.40 -0.0584
H 5.83 -0.36 -1.89 0.2840
H 5.29 -1.97 -2.38 0.5042
H 6.40 -1.75 -0.93 0.4615
H 4.42 -2.42 -0.23 0.0947
H 3.35 -0.45 0.96 -0.4506
H 4.35 0.64 0.09 0.3713
H 7.29 -0.17 2.16 0.2634
H 6.09 1.05 1.81 0.2064
H 6.87 0.21 0.49 0.2908
H 3.09 -0.46 -1.84 0.3997
H 2.46 -1.18 -0.68 -0.1596
C 1.81 -5.14 2.55 -1.6358
C 1.67 -4.02 1.39 0.3668
C 0.92 -4.57 0.14 0.4097
O 1.58 -5.66 -0.52 -0.5184
C 2.85 -5.36 -1.14 -0.6399
N 1.07 -2.86 1.93 -0.3758
H 0.81 -5.56 2.61 0.3485
H 2.14 -4.74 3.51 0.3928
H 2.57 -5.90 2.39 0.3523
H 2.72 -3.78 1.22 0.0175
H 0.86 -3.68 -0.49 -0.1711
H -0.06 -4.93 0.44 0.1729
H 3.55 -5.06 -0.37 0.2300
H 2.87 -4.53 -1.84 0.1677
H 3.40 -6.22 -1.52 0.4107
H 0.08 -2.98 2.08 0.2459
H 1.01 -2.23 1.14 0.0271
C -3.04 -4.36 2.98 -1.3991
C -3.26 -3.04 2.12 0.1541
O -1.97 -2.47 1.89 -0.1312
H -2.66 -5.13 2.31 0.3511
H -4.02 -4.70 3.32 0.4359
H -2.40 -4.11 3.83 0.2889
H -3.80 -2.31 2.72 0.1461
H -3.63 -3.10 1.09 0.1697
H -2.05 -1.83 1.18 -0.0736
C -5.59 1.31 1.20 -1.4867
C -4.48 0.27 1.26 0.4203
O -3.52 0.53 0.32 -0.4914
H -6.23 1.20 2.08 0.4255
H -6.23 1.23 0.32 0.3270
H -5.10 2.28 1.24 0.2335
H -4.79 -0.75 1.03 0.3250
H -4.11 0.23 2.28 -0.1726
H -2.80 -0.10 0.37 0.5157
C -4.09 -2.19 -2.38 -0.8980
C -2.72 -2.71 -2.63 -0.5153
O -1.76 -1.72 -2.51 -0.5113
H -4.70 -3.00 -2.78 0.4720
H -4.24 -1.24 -2.90 0.2010
H -4.34 -2.08 -1.32 0.0335
H -2.70 -3.15 -3.63 0.4071
H -2.42 -3.55 -2.00 0.3907
H -1.73 -1.35 -1.63 0.2305
C 3.05 4.07 0.98 -1.2340
C 2.52 3.25 2.20 -0.1066
O 2.30 1.96 1.78 -0.3867
H 3.31 5.07 1.31 0.4842
H 2.38 4.19 0.13 0.2423
H 3.97 3.60 0.62 0.2721
H 1.62 3.72 2.61 -0.0810
H 3.33 3.12 2.91 0.4673
H 1.51 1.99 1.24 -0.2726
C 3.28 2.90 -3.44 -1.3912
C 2.21 2.23 -2.52 0.6550
O 2.03 0.90 -2.82 -0.9343
H 3.66 3.86 -3.10 0.3791
H 2.89 3.11 -4.44 0.1882
H 4.16 2.27 -3.58 0.3509
H 1.20 2.64 -2.56 0.1872
H 2.38 2.34 -1.45 -0.4113
H 1.22 0.68 -2.35 0.2005
C -2.22 3.67 1.57 -0.7112
C -0.92 4.28 1.20 -0.2260
O -0.41 3.59 0.08 -0.5578
H -2.62 4.16 2.46 0.3856
H -2.31 2.60 1.72 -0.1570
H -2.88 3.88 0.72 0.4301
H -0.25 4.44 2.05 -0.0594
H -1.19 5.24 0.76 0.4808
H -0.19 2.70 0.37 -0.3548
```

***

Density functional theory data (ωB97M-V/def2-TZVPD) for 10 unconnected molecules or ions with the total composition C28H80N4O10 at a distorted geometry.

Lowest unoccupied orbital energy ... 0.012 hartree
Multiplicity ... 1
Molecular weight ... 632.966 g/mol
ΔE to the lowest compared entry with this formula, charge and spin ... 501.34 kJ/mol
SMILES string ... COC[C@H](C)N.COC[C@H](C)N.COC[C@H](C)N.COC[C@H](C)N.CCO.CCO.CCO.CCO.CCO.CCO
DFT total energy ... -56760.40751 eV

XYZ file:
```
122
Properties=species:S:1:pos:R:3:mulliken_charge:R:1
C -11.45 21.72 6.76 -0.7828
O -10.34 21.55 7.60 -0.3178
C -9.22 22.22 7.18 -0.6897
C -8.03 21.55 7.99 0.2738
C -6.67 21.91 7.48 -1.2647
N -8.17 20.10 7.80 -0.7911
H -12.15 21.08 7.31 0.2628
H -11.31 21.50 5.70 0.3146
H -11.78 22.74 6.97 0.3083
H -8.98 22.15 6.12 0.3869
H -9.29 23.27 7.47 0.3674
H -8.20 21.79 9.04 0.3356
H -5.95 21.86 8.30 0.3178
H -6.63 22.97 7.21 0.3255
H -6.32 21.27 6.67 0.3210
H -9.15 20.06 8.01 0.3719
H -8.06 19.93 6.81 0.2605
C -6.77 10.24 6.28 -0.7238
O -8.12 10.26 5.82 -0.3314
C -8.38 9.29 4.82 -0.7475
C -7.88 9.76 3.41 0.7181
C -8.81 10.85 2.89 -1.4571
N -7.79 8.69 2.49 -0.7747
H -6.09 10.86 5.69 0.2707
H -6.41 9.21 6.40 0.3260
H -6.76 10.62 7.30 0.2569
H -7.91 8.34 5.08 0.3441
H -9.46 9.10 4.86 0.2918
H -6.87 10.13 3.56 0.1910
H -8.33 11.31 2.03 0.3703
H -8.96 11.55 3.71 0.3499
H -9.78 10.57 2.48 0.3569
H -7.55 9.14 1.62 0.2793
H -6.92 8.23 2.73 0.2797
C 4.54 13.32 18.53 -0.6684
O 5.45 12.28 18.16 -0.3704
C 6.77 12.73 17.84 -0.9522
C 7.76 12.74 18.94 0.7493
C 9.07 13.45 18.53 -1.4280
N 8.00 11.43 19.50 -0.7455
H 4.35 13.96 17.67 0.2793
H 5.00 13.95 19.29 0.2921
H 3.64 12.89 18.98 0.2606
H 7.09 11.99 17.11 0.3528
H 6.63 13.66 17.29 0.4048
H 7.23 13.47 19.54 0.1507
H 9.39 13.32 17.49 0.3218
H 9.86 13.48 19.28 0.3852
H 8.86 14.52 18.51 0.3977
H 8.48 10.82 18.85 0.2728
H 7.10 10.97 19.48 0.2978
C -1.58 19.91 16.36 -0.7445
O -2.75 19.85 15.57 -0.2979
C -3.38 18.65 15.63 -0.8850
C -4.30 18.39 14.39 0.6088
C -5.02 17.00 14.47 -1.3698
N -3.61 18.44 13.14 -0.7471
H -1.06 18.95 16.44 0.3148
H -1.84 20.17 17.39 0.3087
H -0.79 20.61 16.12 0.2692
H -2.64 17.85 15.61 0.3593
H -3.88 18.46 16.58 0.3545
H -5.08 19.15 14.39 0.2981
H -6.00 17.01 14.95 0.3225
H -4.40 16.19 14.88 0.3449
H -5.16 16.58 13.47 0.3909
H -4.32 18.46 12.42 0.2434
H -3.08 19.29 13.09 0.2304
C -4.61 14.02 22.94 -0.9217
C -3.36 13.59 23.71 -0.2337
O -3.26 12.17 23.76 -0.5295
H -5.43 13.32 23.03 0.2944
H -4.30 14.02 21.89 0.2461
H -4.82 15.03 23.31 0.2990
H -3.47 13.78 24.78 0.2741
H -2.47 14.08 23.33 0.2759
H -2.44 11.94 24.22 0.2954
C 4.27 19.06 13.09 -1.0451
C 5.34 19.78 13.91 -0.1208
O 5.40 19.18 15.21 -0.5235
H 3.23 19.29 13.32 0.2735
H 4.38 17.97 13.11 0.3029
H 4.45 19.23 12.03 0.3323
H 5.03 20.82 13.97 0.2441
H 6.28 19.75 13.36 0.2443
H 5.84 19.72 15.87 0.2919
C 1.78 17.75 6.16 -0.9214
C 0.46 18.46 6.59 -0.2797
O -0.62 17.60 6.14 -0.4905
H 1.89 16.68 6.33 0.2681
H 2.66 18.33 6.45 0.3369
H 1.99 17.95 5.11 0.2754
H 0.36 19.45 6.16 0.2439
H 0.56 18.75 7.64 0.2619
H -0.89 17.12 6.93 0.3054
C -4.43 27.76 16.35 -1.0983
C -3.65 26.41 16.29 -0.1435
O -4.38 25.43 15.52 -0.5115
H -3.88 28.51 16.91 0.3188
H -5.44 27.64 16.73 0.3048
H -4.80 28.11 15.38 0.3210
H -3.77 26.08 17.33 0.2167
H -2.61 26.55 15.98 0.3062
H -3.82 24.66 15.44 0.2860
C -9.53 20.99 20.37 -1.0025
C -8.73 19.74 20.64 -0.2694
O -7.44 20.28 21.09 -0.5241
H -10.50 20.62 20.04 0.3035
H -9.13 21.49 19.48 0.3789
H -9.73 21.54 21.28 0.2608
H -8.62 19.24 19.68 0.2325
H -9.22 19.14 21.41 0.3161
H -7.10 20.79 20.35 0.3039
C 0.58 11.27 12.00 -0.9181
C -0.62 12.13 12.32 -0.2203
O -0.84 13.01 11.20 -0.5180
H 1.48 11.81 12.31 0.2549
H 0.59 10.96 10.96 0.2856
H 0.54 10.41 12.66 0.2907
H -0.31 12.76 13.15 0.2276
H -1.58 11.69 12.61 0.3049
H -1.23 13.79 11.59 0.2917
```